(1)
The following is a DFT calculation (the ωB97M-V functional and the def2-TZVPD basis) of a cluster of 2 separate species, C6H16O in total at a distorted geometry.

Structure (XYZ):
```
23
Properties=species:S:1:pos:R:3:forces:R:3:nbo_charge:R:1
C 1.778 -0.801 -1.034 0.932 0.645 -0.287 -0.613
C 0.295 -1.129 -0.921 0.620 -2.045 1.499 -0.226
C -0.079 -2.118 -2.035 -0.521 2.246 -1.268 -0.604
C -0.003 -1.910 0.421 0.070 0.669 -0.510 -0.606
H 2.054 -0.639 -2.079 -0.021 -0.155 -0.056 0.205
H 2.445 -1.572 -0.636 -0.323 -0.340 -0.188 0.204
H 2.162 0.103 -0.544 -0.659 0.052 0.260 0.209
H -0.296 -0.217 -0.899 -0.156 -0.015 -0.513 0.199
H 0.396 -3.088 -1.983 0.154 -0.081 0.220 0.210
H -1.160 -2.191 -2.111 -0.209 -0.510 0.311 0.209
H 0.173 -1.612 -2.983 0.213 -0.546 0.024 0.199
H -0.445 -2.879 0.205 -0.274 0.013 -0.020 0.204
H 0.911 -2.137 0.963 0.076 0.269 0.243 0.204
H -0.696 -1.334 1.032 0.092 -0.164 0.302 0.203
C 0.087 2.345 1.536 -0.207 -1.055 -0.603 -0.641
C -1.307 2.603 0.970 0.049 -0.270 0.250 -0.055
O -2.341 2.697 1.932 -0.298 1.266 -0.172 -0.728
H 0.027 1.477 2.201 -0.015 0.363 0.475 0.203
H 0.604 3.188 1.979 -0.156 0.062 0.210 0.216
H 0.701 1.914 0.737 0.118 0.484 -0.154 0.212
H -1.368 3.545 0.428 0.131 -0.068 -0.103 0.180
H -1.549 1.785 0.287 0.049 0.026 -0.226 0.150
H -2.389 1.970 2.534 0.336 -0.847 0.307 0.465
```
Forces are in eV/Å.

Summary:
- Energy relative to the best compared isomer or geometry (same formula, charge and spin): 0.9879 eV
- F_max: 0.05117 hartree/bohr
- E_HOMO: -0.3790 hartree
- E: -8528.245 eV
- HOMO-LUMO gap: 11.210 eV
- Total charge: 0

---

(2)
The following is a DFT calculation (the ωB97M-V functional and the def2-TZVPD basis) of a cluster of 12 separate species, C14H52N10O12 in total at a distorted geometry.

Structure (XYZ):
```
88
Properties=species:S:1:pos:R:3:forces:R:3:mulliken_charge:R:1
N -3.877 2.977 0.524 -0.078 -1.483 -3.267 -0.308
C -4.053 3.660 1.602 -8.024 5.928 -1.783 0.442
N -3.170 3.504 2.522 2.373 0.240 3.175 -0.125
O -5.151 4.523 1.612 5.165 -3.925 1.070 -0.783
H -4.552 2.972 -0.223 -0.208 0.611 0.323 0.230
H -3.022 2.508 0.295 0.872 -0.286 0.053 0.588
H -3.243 4.124 3.300 -0.191 0.274 0.349 0.253
H -2.230 3.176 2.328 -0.556 -0.296 -0.161 0.299
N 0.167 1.038 0.980 3.466 1.300 5.069 1.163
C -0.640 0.765 0.055 -8.145 3.483 -2.695 -0.791
N -0.410 -0.324 -0.581 -1.995 -3.010 -3.741 2.440
O -1.775 1.565 -0.216 5.860 -3.625 0.937 -1.073
H -0.144 1.842 1.584 1.015 -1.111 -0.336 -0.353
H 0.844 0.271 1.312 -1.349 1.961 -0.230 -0.257
H -1.157 -0.722 -1.190 0.169 0.809 0.228 -0.971
H 0.397 -0.890 -0.615 1.453 0.021 0.548 0.228
N 3.664 -4.630 -1.267 -2.020 -4.385 0.666 -0.417
C 3.577 -3.337 -1.197 -4.205 5.012 0.978 0.442
N 4.729 -2.670 -1.276 0.839 1.377 0.092 -0.392
O 2.369 -2.710 -1.046 5.089 -2.806 -0.599 -0.694
H 2.758 -5.092 -0.988 1.591 0.597 -0.637 0.270
H 4.494 -5.240 -1.188 -0.680 1.124 -0.114 0.213
H 4.842 -1.644 -1.140 -0.576 -1.536 -0.241 0.250
H 5.558 -3.242 -1.346 0.082 0.488 0.011 0.154
N -2.386 -1.473 -2.240 -1.601 4.389 -1.755 -0.266
C -2.254 -2.732 -1.900 -7.543 -2.784 3.202 -0.048
N -1.039 -3.094 -2.036 4.828 -6.906 1.282 0.015
O -3.282 -3.441 -1.345 5.121 2.890 -2.579 -0.777
H -3.314 -1.058 -2.168 0.211 -0.529 0.126 0.232
H -1.842 -1.005 -3.035 -0.674 -1.328 0.839 0.522
H -0.889 -4.152 -1.658 -0.312 3.532 -1.335 0.280
H -0.243 -2.603 -2.526 -1.523 -0.316 0.634 0.223
N 0.993 -3.849 -4.527 -0.214 -2.444 -0.114 -0.324
C 1.131 -2.543 -4.484 -1.228 3.977 -5.383 0.437
N 1.072 -2.026 -3.271 1.184 1.073 1.296 -0.049
O 1.089 -1.745 -5.611 0.300 -3.851 5.398 -0.789
H 0.725 -4.074 -5.458 -0.112 -0.998 -0.593 0.279
H 0.677 -4.487 -3.747 0.558 1.586 -1.339 0.252
H 1.319 -1.074 -3.274 0.155 1.579 0.052 0.114
H 1.592 -2.475 -2.508 0.155 -0.297 0.237 0.169
C 1.730 -1.694 4.786 -1.622 -0.649 -0.240 -1.362
C 1.253 -0.434 4.038 -0.310 -2.356 -0.053 0.134
O 2.158 -0.014 3.071 1.490 0.833 -1.153 -0.524
H 1.634 -2.582 4.126 0.361 0.491 0.564 0.258
H 1.122 -1.883 5.699 -0.011 0.148 -0.714 0.344
H 2.718 -1.598 5.179 0.938 0.178 -0.141 0.351
H 1.190 0.312 4.737 -0.703 1.981 1.874 0.546
H 0.269 -0.584 3.548 0.505 -0.052 0.290 0.038
H 2.842 0.560 3.476 -0.658 -0.665 -0.397 0.282
C -2.341 1.603 -3.319 0.351 -1.482 -0.428 -0.437
C -1.077 0.990 -3.978 0.137 1.743 0.660 -0.127
O -1.295 -0.326 -4.469 0.557 0.379 -0.087 -0.706
H -3.261 1.368 -3.876 0.422 0.789 -0.480 0.341
H -2.192 2.647 -3.005 -0.213 -0.459 -0.366 0.358
H -2.493 0.999 -2.455 -0.112 0.123 1.207 -0.379
H -0.246 1.018 -3.231 -0.508 -0.259 -0.203 -0.013
H -0.750 1.691 -4.741 0.084 -0.262 -0.650 0.571
H -0.432 -0.641 -4.817 -0.434 -0.088 -0.285 0.230
C 3.050 3.260 1.987 -1.674 -1.190 -1.609 -0.201
O 3.110 4.382 1.100 -0.852 0.715 2.530 -0.519
H 2.872 2.461 1.265 0.033 -0.816 0.502 0.119
H 2.144 3.273 2.593 0.042 0.549 -0.025 -0.091
H 3.860 2.941 2.625 0.887 0.810 0.091 0.363
H 3.835 4.197 0.555 1.591 -0.099 -1.450 0.313
C -0.466 2.591 4.165 -3.317 -0.061 1.025 -0.866
O -0.454 2.938 2.843 0.786 2.034 -2.199 -0.893
H -1.053 3.346 4.682 -0.348 -0.112 0.506 0.432
H 0.442 2.600 4.637 2.663 -0.408 0.908 0.311
H -1.007 1.644 4.234 0.350 -0.007 0.289 0.261
H -0.390 3.918 2.772 0.156 -1.022 -0.190 0.290
C 1.784 2.781 -1.740 0.246 1.149 0.648 -0.790
O 1.821 1.560 -1.088 0.602 -1.828 -0.054 -0.441
H 0.762 3.054 -1.947 -0.397 -0.027 -1.360 0.230
H 2.577 2.916 -2.509 -1.041 -0.623 0.073 0.254
H 2.009 3.516 -1.007 0.619 1.193 0.723 0.304
H 1.180 1.533 -0.347 0.847 0.561 -0.633 0.423
C 0.405 -2.665 1.475 0.522 0.734 -0.266 -0.503
O -0.851 -2.060 1.473 -0.281 0.267 -0.106 -0.529
H 0.561 -3.004 2.458 0.151 -0.832 1.245 0.233
H 1.248 -1.948 1.325 -0.385 -0.373 -0.402 0.134
H 0.459 -3.500 0.786 0.242 -0.116 -0.287 0.287
H -0.927 -1.601 0.621 -0.423 -0.221 0.495 -0.015
C -3.333 -0.332 1.453 0.169 1.011 -0.949 0.179
O -4.501 0.449 1.240 0.087 -0.853 -0.049 -0.685
H -2.509 0.343 1.720 -0.008 -0.397 0.160 -0.378
H -3.017 -0.936 0.579 -0.360 0.351 0.178 -0.052
H -3.530 -1.000 2.239 -0.174 -0.951 1.124 0.502
H -4.215 1.330 0.972 -0.254 -0.166 0.019 0.349
```
Forces are in eV/Å.

Summary:
- Energy relative to the best compared isomer or geometry (same formula, charge and spin): 6.9301 eV
- F_max: 0.19709 hartree/bohr
- E_HOMO: -0.2986 hartree
- E: -54828.148 eV
- HOMO-LUMO gap: 7.532 eV
- Total charge: 0

---

(3)
The following is a DFT calculation (the ωB97M-V functional and the def2-TZVPD basis) of the molecule C6H10N2O2S at a distorted geometry.

Structure (XYZ):
```
21
Properties=species:S:1:pos:R:3:forces:R:3:nbo_charge:R:1
C -0.486 0.629 0.896 -1.654 -2.248 4.150 0.274
C -1.697 -0.211 1.100 0.826 -0.360 -0.259 -0.448
C -1.408 -1.581 0.450 -0.433 -0.002 0.682 -0.401
C 0.795 2.183 -0.193 -1.288 -0.191 0.796 -0.267
C -0.607 -1.513 -0.868 -0.493 -0.432 -0.947 -0.301
C 1.594 1.116 -0.933 -0.144 -0.743 -0.482 -0.623
N -0.499 1.654 0.167 0.308 4.097 -3.902 -0.550
N 0.818 -1.606 -0.661 -2.184 -2.070 -1.850 -0.497
O 0.690 0.083 1.346 -0.087 -0.592 -0.197 -0.629
O 2.861 -0.785 0.451 1.130 -0.590 -0.274 -0.887
S 1.546 -0.462 0.022 3.231 3.857 2.483 2.083
H -1.906 -0.344 2.162 -0.224 -0.156 0.010 0.217
H -2.536 0.295 0.623 0.037 -0.049 -0.007 0.231
H -0.825 -2.192 1.140 -0.172 -0.117 0.031 0.217
H -2.358 -2.081 0.261 0.116 -0.268 -0.174 0.229
H 1.342 2.487 0.709 0.347 0.105 -0.014 0.184
H 0.629 3.060 -0.826 0.355 -0.200 -0.055 0.223
H -0.862 -2.380 -1.483 -0.029 0.112 0.088 0.223
H -0.882 -0.606 -1.426 0.100 -0.069 0.159 0.238
H 1.149 0.884 -1.900 -0.052 0.153 -0.174 0.230
H 2.643 1.371 -1.035 0.311 -0.240 -0.065 0.253
```
Forces are in eV/Å.

Summary:
- Energy relative to the best compared isomer or geometry (same formula, charge and spin): 4.2917 eV
- 2S+1: 3
- F_max: 0.11018 hartree/bohr
- E_HOMO (spin up / spin down): -0.1493 / -0.3395 hartree
- E: -24286.971 eV
- HOMO-LUMO gap (spin up / spin down): 4.736 / 5.155 eV
- Total charge: 0

---

(4)
The following is a DFT calculation (the ωB97M-V functional and the def2-TZVPD basis) of the molecule C4H6N2 at a distorted geometry.

Structure (XYZ):
```
12
Properties=species:S:1:pos:R:3:forces:R:3:nbo_charge:R:1
C -1.712 -0.130 0.003 -1.006 1.004 -0.766 -0.436
N -0.230 -0.113 0.017 0.583 -0.212 0.063 -0.393
C 0.569 1.012 -0.020 0.422 -0.228 0.708 -0.110
C 1.864 0.527 0.038 0.311 1.442 -0.774 -0.097
N 1.914 -0.830 -0.017 -0.060 -0.147 0.474 -0.446
C 0.677 -1.180 0.008 -3.064 -0.091 0.131 0.178
H -2.008 -1.226 -0.555 0.340 3.443 1.838 0.240
H -2.249 0.079 1.194 1.710 -0.917 -3.868 0.229
H -1.980 0.929 -0.756 0.300 -3.645 2.389 0.226
H 0.147 2.018 0.012 0.309 -0.490 -0.083 0.220
H 2.808 1.061 0.008 -0.393 0.210 0.059 0.207
H 0.201 -2.147 0.068 0.547 -0.370 -0.172 0.184
```
Forces are in eV/Å.

Summary:
- Energy relative to the best compared isomer or geometry (same formula, charge and spin): 2.3296 eV
- F_max: 0.08495 hartree/bohr
- E_HOMO: -0.3196 hartree
- E: -7223.261 eV
- HOMO-LUMO gap: 9.375 eV
- Total charge: 0

---

- Number 4 is which compound?
  C4H6N2

---

- Look up the E of the second one.
  -54828.148 eV